The following is a quantum chemistry calculation of a 15-piece molecular cluster, C52H145N11O15 overall in a non-equilibrium geometry, from OMol25.

Values from the calculation:
Energy above the lowest of the compared OMol25 structures with the same formula, charge and spin in eV: 0.318
LUMO energy in eV: 0.3
Orbital gap in eV: 8.81
HOMO in eV: -8.6
Max |F| in eV/A: 3.5
Net charge: 0

Each line ends with the Mulliken charge.
Element x y z (Å)
H (-2.206, 0.278, -6.224)  0.4578
C (3.666, 0.206, -2.460)  -1.5796
H (5.733, 2.328, 2.809)  0.3822
H (-3.584, 7.941, 4.684)  0.3391
H (-2.630, 6.279, 3.249)  0.1829
H (-5.231, -1.898, -2.614)  -0.0254
C (-0.416, 6.223, 0.647)  -1.7405
O (-4.468, 5.244, 1.524)  -0.4475
O (2.342, 6.354, 0.848)  -0.4817
H (0.464, 1.834, -2.452)  -1.2638
C (1.427, -5.284, 2.691)  0.2674
C (4.519, -8.049, 1.029)  -1.0109
H (3.228, -0.164, -3.386)  0.4488
H (3.477, -3.965, -1.007)  0.5381
H (-0.626, -4.419, -0.600)  0.2335
H (-0.846, -1.883, -5.151)  0.4760
H (3.161, -4.897, -2.453)  0.5714
H (0.970, -0.276, -4.867)  0.4057
H (1.249, -2.108, 4.512)  0.0080
H (-0.020, 4.331, -1.262)  0.0039
H (4.376, -8.945, 1.633)  0.4002
H (-1.304, 3.058, 4.037)  0.3212
H (-2.370, 7.659, 6.792)  0.3935
H (-3.317, -0.915, -1.128)  0.3260
C (1.812, 3.003, -7.018)  -1.1315
C (3.656, 5.999, 1.298)  -0.4440
H (-6.147, 4.101, 0.911)  0.2564
H (-2.193, 3.523, -4.466)  -0.5373
C (-2.484, -3.633, 4.072)  0.1908
H (-0.875, -1.807, 2.729)  -0.7325
H (2.052, -3.601, 6.205)  0.3476
H (-0.642, -5.957, 2.188)  0.0073
H (-4.115, 0.030, -3.449)  -0.1537
O (-2.746, -1.499, -4.366)  -0.3106
H (4.624, -2.556, 4.936)  0.2148
H (6.108, -1.126, -2.936)  0.4803
C (-4.398, 2.968, 0.854)  0.0339
N (-4.675, 0.766, -3.044)  -0.3869
H (-6.621, -0.883, -3.071)  0.5123
H (-1.561, 0.802, -3.744)  -0.6714
H (2.821, 3.402, -6.914)  0.3362
H (-4.005, -3.080, 0.096)  -0.2197
H (5.100, 2.196, -0.910)  0.4647
H (1.327, 3.813, -7.563)  0.4086
H (0.311, 4.594, -5.599)  0.6185
H (3.621, 1.694, -0.109)  -0.3096
H (-0.574, 0.399, -6.585)  0.3438
H (-5.166, 4.383, -4.354)  0.2878
H (4.888, -6.185, -1.038)  0.3512
C (0.500, 6.133, -0.627)  0.3886
H (-3.355, 0.777, -0.787)  0.0168
H (3.402, 2.285, 3.870)  0.5011
H (3.959, 6.727, 2.051)  0.3188
H (-3.596, -4.366, 1.225)  -0.2720
H (-2.401, -1.576, 5.949)  0.4842
H (7.057, -4.374, -1.936)  0.2462
H (1.553, 1.349, -0.342)  -0.9022
C (-0.950, 0.183, -4.400)  1.5526
C (2.190, 4.715, -4.467)  0.1195
C (-3.987, -0.110, -0.828)  0.8272
H (0.291, -7.005, 3.375)  0.4245
H (4.837, -2.192, -3.603)  0.4733
H (-1.721, -5.865, 5.302)  0.2443
O (1.245, 2.771, -5.703)  -0.3495
H (-2.349, -0.704, 4.431)  0.0535
O (-4.453, -0.503, 0.424)  -0.6360
H (-2.650, -3.544, -4.705)  0.4793
H (2.352, -5.810, 2.925)  0.1967
N (-4.828, 6.296, 4.843)  -0.8099
C (-1.788, -1.388, 5.068)  -1.5727
H (-4.057, 7.408, 7.181)  0.4171
C (-0.052, 2.033, 0.855)  -1.7027
H (6.028, 1.284, 1.400)  0.2818
H (-1.105, 2.312, 0.823)  -0.0869
C (0.318, -6.382, 2.482)  -1.0443
H (1.149, -4.708, 3.573)  0.0424
H (3.886, 4.555, -3.122)  0.5130
H (5.785, -4.399, -3.207)  0.2813
H (-1.539, 1.765, -5.835)  0.1997
H (3.864, 3.416, -0.655)  -0.5323
H (-5.863, 0.872, -1.398)  0.4192
H (1.290, -1.796, 1.690)  -0.5786
C (1.907, 5.534, -0.271)  0.6023
C (-5.150, 0.174, -1.837)  -0.6429
O (2.923, -5.969, -0.675)  -0.3720
H (-5.617, -5.399, 1.635)  0.2725
H (3.947, -0.467, 3.808)  0.1017
C (2.868, -4.774, -1.410)  -0.8990
H (-4.086, 4.748, -5.638)  0.5045
C (-3.069, 3.931, -3.963)  0.6412
H (-1.312, 6.840, 0.578)  0.4368
N (0.203, 2.321, -1.606)  1.5927
C (3.990, -3.411, 5.171)  -0.9092
H (3.536, 5.003, 1.724)  0.0592
H (1.015, 6.489, -4.433)  0.1775
H (-1.450, -2.851, -0.345)  -0.2141
H (-0.748, -3.238, 5.245)  0.2527
H (0.527, 7.135, -1.055)  0.4529
H (1.680, -1.934, -0.053)  -0.4907
C (4.006, -8.126, -0.377)  0.5016
C (3.975, -6.773, -1.129)  -0.8632
H (3.577, 3.084, -4.005)  0.4932
C (-3.223, 7.007, 6.605)  -1.4825
C (-1.288, 0.705, -5.820)  -1.5364
H (-6.542, -1.469, -1.481)  0.4119
H (0.013, 1.275, 1.635)  0.3810
H (-1.517, 6.522, 4.708)  0.4389
H (-2.164, -4.365, 3.330)  0.0761
H (-1.263, 0.098, -0.907)  -0.7659
H (4.380, 0.999, -2.682)  0.3691
C (-1.587, 4.068, 3.742)  -0.3115
O (-3.073, -4.208, 5.291)  -0.4890
H (-3.252, -3.075, 3.536)  -0.0707
C (-3.195, -2.796, -4.129)  -0.9179
C (6.502, -3.783, -2.664)  -0.7889
O (4.787, 2.907, 1.084)  -0.3559
O (5.823, -2.802, -1.894)  -0.3242
C (-1.327, -1.338, -4.339)  -0.8728
O (-2.526, 4.741, 4.565)  -0.4359
H (-2.014, 3.961, 2.745)  -0.1220
H (-4.780, -4.929, -2.443)  0.2038
N (4.784, -0.690, -0.609)  -0.1633
H (7.156, -3.348, -3.421)  0.3264
H (-3.758, 2.390, -3.011)  0.1784
H (2.902, -2.239, 6.638)  0.3815
H (-3.917, 3.194, -0.098)  0.2307
C (-5.509, -4.729, -1.657)  -0.7365
H (1.869, 2.143, -7.686)  0.3215
H (5.312, -0.650, 2.949)  0.3334
H (2.572, 3.557, -2.601)  -0.4213
C (4.183, -1.078, -1.920)  1.5008
H (-6.366, -4.199, 0.874)  0.2524
C (3.087, 3.913, -3.493)  -0.7971
H (1.806, 4.486, 0.009)  -0.4957
C (5.287, -1.800, -2.691)  -1.2306
C (2.686, -2.839, 5.753)  -0.3522
N (-0.422, -2.401, 3.409)  0.8517
H (5.236, -1.560, -0.365)  0.3193
H (2.486, 6.677, -4.112)  0.2895
H (-0.778, 2.554, -1.663)  0.1664
H (-6.353, -5.350, -1.957)  0.4583
H (2.560, 5.615, -1.141)  0.3903
H (0.691, 1.306, -4.881)  -0.2985
C (-1.442, -3.910, -0.087)  0.7526
C (-0.190, 0.047, -0.724)  -0.3818
H (4.389, 6.073, 0.494)  0.2506
H (0.549, 2.860, 1.232)  0.1187
C (0.895, 3.931, -4.960)  -0.2806
N (1.756, 5.996, -3.957)  -0.5072
H (1.947, -5.120, 0.805)  -0.0699
H (3.354, -1.759, -1.725)  -0.5845
H (1.894, -4.293, -1.329)  -0.0405
H (-4.220, -2.876, -4.493)  0.3457
N (-0.205, 5.258, -1.617)  -0.4475
C (-1.324, -2.728, 4.473)  0.9004
H (-2.989, -5.698, 6.643)  0.3191
H (-4.135, 5.446, 0.647)  0.2831
H (3.830, -4.016, 4.279)  0.1025
H (-1.275, -4.031, 0.984)  -0.4753
H (-3.088, -3.023, -3.068)  0.1578
H (-4.466, 3.104, -5.493)  0.2924
H (1.875, -0.387, 0.836)  -0.5150
H (5.635, -0.174, -0.777)  0.2814
C (-5.207, 4.047, 1.460)  -0.5809
C (5.278, 1.872, 1.929)  -1.0461
O (-3.491, 3.264, -2.719)  -0.1264
H (-0.051, -3.183, 2.889)  -0.3063
H (-4.825, 5.918, 3.907)  0.2793
C (4.156, 0.925, 2.356)  2.6079
C (-3.737, -4.134, 0.169)  0.9633
O (-0.071, -0.823, 0.397)  1.8350
H (0.579, 5.349, -2.247)  -0.0099
H (2.957, -8.413, -0.450)  0.2349
H (-0.911, -0.797, 5.333)  0.3358
H (-5.777, -3.672, -1.667)  -0.2464
H (3.932, -6.922, -2.208)  0.3755
C (3.047, 1.621, 3.082)  -1.1272
H (-4.414, -6.044, -0.440)  0.3376
H (-4.937, 2.057, 0.594)  0.0880
H (-1.644, -4.691, 6.600)  0.3002
H (-3.643, 2.585, 1.540)  -0.1515
H (0.218, 3.748, -4.125)  -0.4758
C (-4.297, 3.991, -4.883)  -1.5011
H (-2.938, 6.035, 7.009)  0.2636
H (0.272, -0.401, -1.604)  0.0672
C (-5.901, -1.104, -2.283)  -1.2802
H (2.762, 4.906, -5.375)  0.5593
H (3.669, 0.372, 1.552)  -1.0975
H (-2.847, 0.423, 1.422)  -0.2572
H (-2.768, 4.966, -3.797)  0.4061
H (-4.819, 5.449, 5.392)  0.3483
C (4.319, 2.524, -0.224)  0.5879
C (-3.492, -0.454, 1.474)  0.3725
N (4.845, -9.133, -1.123)  -0.7629
H (3.962, -7.327, 1.624)  -0.0435
H (-5.482, 0.805, -3.649)  0.2922
H (2.245, 0.961, 3.411)  0.2543
H (4.496, -4.095, 5.853)  0.4030
O (1.536, -4.574, 1.479)  0.1003
N (0.502, 0.462, -4.360)  0.1645
H (-3.928, -0.462, 2.473)  0.4453
H (0.169, 6.724, 1.419)  0.5060
H (5.566, -7.748, 0.995)  0.3328
C (-3.533, 6.926, 5.076)  0.1992
H (0.618, -7.072, 1.693)  0.3512
H (-0.662, 5.263, 1.101)  0.0949
H (2.625, 2.315, 2.355)  -0.2321
H (-2.828, -1.319, 1.485)  -0.4121
H (-0.906, -1.678, -3.393)  0.3030
H (4.836, -10.011, -0.623)  0.2758
N (4.696, 0.038, 3.356)  -0.7979
O (2.190, -2.031, 4.687)  -0.3614
H (-0.657, 4.634, 3.685)  0.3716
H (2.895, 0.672, -1.846)  0.0098
N (-5.949, -5.107, 0.727)  -0.7514
H (5.799, -8.801, -1.154)  0.2691
C (-4.901, -5.080, -0.292)  -0.0154
O (-2.616, -4.535, -0.572)  -0.5999
C (1.272, -1.288, 0.725)  0.8104
H (-5.402, 3.738, 2.487)  0.3779
C (-2.460, 6.140, 4.316)  -0.3958
C (0.480, 1.452, -0.504)  1.5228
C (-2.327, -5.209, 5.928)  -0.7364